1.
Below is 2 unconnected molecules or ions with the total composition C39H48BrN5O4, with properties calculated with ωB97M-V/def2-TZVPD.

Structure (XYZ):
```
97
C39H48BrN5O4, DFT ωB97M-V/def2-TZVPD
C -0.81 -2.65 -3.18
C 0.34 -2.92 -2.22
C 1.52 -3.59 -2.93
C -0.12 -3.72 -1.01
C -0.58 -5.02 -1.20
C -0.99 -5.80 -0.11
C -0.91 -5.27 1.18
C -0.44 -3.98 1.40
C -0.37 -3.41 2.81
C -0.02 -4.45 3.88
C -1.66 -2.68 3.17
C -0.06 -3.19 0.29
N 0.46 -1.85 0.49
N 1.77 -1.66 0.78
N 1.91 -0.32 0.87
C 3.20 0.31 1.10
C 3.97 0.73 0.00
C 3.52 0.52 -1.44
C 4.49 -0.37 -2.21
C 3.29 1.85 -2.17
C 5.20 1.36 0.25
C 5.65 1.56 1.55
C 4.87 1.13 2.62
C 3.65 0.50 2.41
C 2.82 0.03 3.61
C 2.36 1.20 4.48
C 3.57 -1.01 4.43
C 0.70 0.32 0.72
C 0.58 1.77 0.88
C -0.26 -0.64 0.45
C -1.61 -0.53 0.21
H -1.61 -2.10 -2.67
H -0.48 -2.04 -4.03
H -1.23 -3.59 -3.57
H 0.69 -1.95 -1.84
H 2.36 -3.72 -2.25
H 1.23 -4.58 -3.31
H 1.86 -2.99 -3.78
H -0.63 -5.42 -2.21
H -1.38 -6.80 -0.28
H -1.24 -5.88 2.03
H 0.45 -2.67 2.79
H 0.88 -5.01 3.62
H 0.16 -3.95 4.84
H -0.85 -5.15 4.03
H -1.88 -1.88 2.46
H -2.50 -3.38 3.17
H -1.58 -2.24 4.18
H 2.55 0.00 -1.39
H 4.59 -1.34 -1.72
H 4.13 -0.56 -3.23
H 5.48 0.09 -2.28
H 2.58 2.48 -1.63
H 4.23 2.41 -2.26
H 2.90 1.68 -3.18
H 5.79 1.70 -0.61
H 6.60 2.07 1.73
H 5.21 1.29 3.65
H 1.93 -0.45 3.20
H 1.78 1.92 3.90
H 1.74 0.84 5.30
H 3.23 1.73 4.91
H 3.84 -1.87 3.81
H 4.50 -0.59 4.84
H 2.96 -1.38 5.26
H -0.49 2.02 0.84
H 0.97 2.12 1.84
H 1.11 2.31 0.07
H -2.02 0.47 0.28
H -2.18 -1.42 -0.01
C 0.13 2.90 -4.26
C -1.35 3.01 -4.46
O -1.87 3.05 -3.07
C -3.21 3.17 -3.10
O -3.86 3.29 -4.13
N -3.71 3.15 -1.80
C -5.04 3.51 -1.52
C -6.09 3.57 -2.42
C -7.38 3.73 -1.90
C -7.57 3.82 -0.51
C -6.48 3.74 0.38
Br -6.81 3.71 2.25
C -5.19 3.61 -0.13
C -3.85 3.34 0.42
N -3.42 3.44 1.78
O -3.83 4.40 2.46
O -2.61 2.58 2.22
C -3.01 3.00 -0.60
H 0.67 2.82 -5.20
H 0.50 3.78 -3.72
H 0.37 2.01 -3.65
H -1.65 3.92 -4.99
H -1.78 2.13 -4.97
H -5.88 3.48 -3.48
H -8.24 3.77 -2.57
H -8.57 3.92 -0.10
H -1.96 2.75 -0.56
```

Summary:
Max |F|, eV/A: 2.93
Total charge: 0
Energy, Ha: -4663.53429
Kohn-Sham gap, eV: 5.4864



2.
Below is a molecular structure, C39H48CaFNSb2SeSi2, with properties calculated with ωB97M-V/def2-TZVPD.

Structure (XYZ):
```
95
C39H48CaFNSb2SeSi2, DFT ωB97M-V/def2-TZVPD
Ca 0.51 0.71 0.20
C -4.05 1.56 -1.36
C -4.20 0.12 -0.89
C -3.38 -0.89 -1.71
Sb -1.76 -1.72 -0.56
C -1.22 -3.26 -1.93
C -1.34 -4.61 -1.63
C -0.97 -5.57 -2.56
C -0.48 -5.19 -3.80
C -0.35 -3.84 -4.11
C -0.71 -2.88 -3.18
C -3.01 -2.87 0.73
C -4.05 -3.65 0.22
C -4.87 -4.37 1.08
C -4.66 -4.33 2.45
C -3.63 -3.56 2.96
C -2.80 -2.83 2.10
Sb -2.00 2.26 -1.37
C -1.73 2.45 -3.47
C -2.71 3.04 -4.27
C -2.51 3.16 -5.64
C -1.34 2.69 -6.22
C -0.36 2.11 -5.43
C -0.56 1.99 -4.05
C -2.46 4.28 -0.89
C -3.07 4.54 0.33
C -3.37 5.84 0.70
C -3.06 6.89 -0.15
C -2.43 6.64 -1.36
C -2.13 5.34 -1.73
H -4.60 2.25 -0.73
H -4.42 1.67 -2.38
H -5.26 -0.16 -0.93
H -3.94 0.07 0.18
H -2.95 -0.43 -2.60
H -3.99 -1.72 -2.05
H -1.73 -4.92 -0.67
H -1.07 -6.62 -2.31
H -0.19 -5.94 -4.52
H 0.05 -3.54 -5.07
H -0.58 -1.83 -3.42
H -4.22 -3.71 -0.85
H -5.67 -4.98 0.67
H -5.30 -4.89 3.12
H -3.46 -3.52 4.03
H -2.00 -2.24 2.52
H -3.62 3.43 -3.83
H -3.28 3.62 -6.25
H -1.19 2.79 -7.28
H 0.55 1.74 -5.87
H 0.22 1.53 -3.45
H -3.30 3.73 1.02
H -3.84 6.03 1.66
H -3.29 7.91 0.14
H -2.18 7.46 -2.02
H -1.65 5.15 -2.68
C -2.28 0.59 3.52
Si -0.40 0.76 3.51
C 0.37 -0.93 3.16
C 0.15 1.25 5.23
N 0.14 1.75 2.22
C 0.03 3.11 2.13
C -0.58 3.97 3.07
C -0.64 5.35 2.89
C -0.09 5.95 1.76
C 0.52 5.15 0.81
C 0.56 3.80 1.03
F 1.17 3.01 0.05
H -2.65 -0.08 4.30
H -2.64 0.21 2.56
H -2.74 1.57 3.68
H 0.02 -1.68 3.87
H 1.46 -0.86 3.27
H 0.16 -1.33 2.16
H 0.01 0.41 5.92
H -0.40 2.10 5.64
H 1.21 1.51 5.24
H -1.02 3.54 3.96
H -1.12 5.96 3.65
H -0.15 7.02 1.62
H 0.95 5.56 -0.09
C 3.45 0.45 0.89
Si 3.75 0.18 -0.96
C 5.02 -1.18 -1.13
C 4.45 1.78 -1.65
Se 1.84 -0.41 -1.98
H 4.40 0.58 1.41
H 2.96 -0.43 1.34
H 2.87 1.35 1.13
H 5.96 -0.91 -0.63
H 5.23 -1.38 -2.18
H 4.65 -2.11 -0.68
H 5.39 2.05 -1.15
H 3.74 2.60 -1.52
H 4.65 1.67 -2.72
```

Summary:
Max |F|, eV/A: 0.17
Energy above the lowest of the compared OMol25 structures with the same formula, charge and spin, kJ/mol: 6.50
Total charge: 0
Energy, Ha: -5808.21684
Kohn-Sham gap, eV: 7.7201



3.
Below is a molecular structure, C39H48N3O3P2Rh, with properties calculated with ωB97M-V/def2-TZVPD.

Structure (XYZ):
```
96
C39H48N3O3P2Rh, DFT ωB97M-V/def2-TZVPD
Rh -0.27 0.27 0.01
C 0.76 -3.36 5.11
O 1.30 -2.07 5.17
C 0.33 -1.07 5.20
C -0.22 -0.70 6.42
C -1.19 0.30 6.43
C -1.66 0.82 5.26
C -1.17 0.43 3.98
C -1.88 0.91 2.87
N -1.78 0.72 1.54
N -2.82 1.30 0.91
C -2.87 1.28 -0.39
O -1.89 0.84 -1.12
C -4.02 1.89 -1.05
C -4.64 3.00 -0.45
C -5.67 3.64 -1.09
C -6.13 3.18 -2.32
C -5.52 2.08 -2.91
C -4.46 1.44 -2.29
C -0.06 -0.47 4.00
O 0.57 -0.95 2.88
H 1.60 -4.05 5.02
H 0.10 -3.48 4.24
H 0.19 -3.60 6.02
H 0.13 -1.18 7.32
H -1.61 0.62 7.38
H -2.45 1.56 5.29
H -2.72 1.54 3.14
H -4.27 3.33 0.51
H -6.14 4.50 -0.64
H -6.95 3.67 -2.80
H -5.88 1.72 -3.86
H -3.98 0.59 -2.74
C 3.39 0.94 -2.98
C 2.17 0.08 -3.26
C 2.44 -1.37 -2.87
P 0.64 0.75 -2.37
C 0.48 2.44 -3.21
C 0.50 2.53 -4.73
C -0.73 3.18 -2.65
C -0.60 -0.40 -3.05
C -1.37 -0.28 -4.19
C -2.35 -1.21 -4.48
C -2.57 -2.28 -3.62
C -1.80 -2.44 -2.48
C -0.80 -1.51 -2.18
N -0.07 -1.49 -1.02
C 0.45 -2.56 -0.37
C 0.46 -3.86 -0.90
C 0.92 -4.92 -0.14
C 1.41 -4.70 1.14
C 1.50 -3.41 1.63
C 1.08 -2.33 0.87
P 1.30 -0.54 1.51
C 1.66 1.66 1.77
C 2.56 2.15 0.65
C 0.50 2.62 1.91
C 3.18 -0.73 1.87
C 3.55 -1.44 3.17
C 3.92 -1.34 0.68
H 4.28 0.50 -3.43
H 3.56 1.03 -1.90
H 3.28 1.94 -3.39
H 1.95 0.10 -4.33
H 2.54 -1.48 -1.79
H 3.36 -1.71 -3.34
H 1.63 -2.02 -3.21
H 1.38 2.94 -2.82
H -0.51 2.46 -5.14
H 1.10 1.76 -5.20
H 0.91 3.50 -5.03
H -1.65 2.70 -2.98
H -0.73 4.21 -2.99
H -0.73 3.17 -1.56
H -1.24 0.57 -4.85
H -2.97 -1.09 -5.35
H -3.37 -2.98 -3.82
H -2.01 -3.23 -1.78
H 0.09 -4.03 -1.90
H 0.90 -5.92 -0.55
H 1.76 -5.53 1.74
H 1.90 -3.25 2.61
H 2.18 1.58 2.72
H 1.99 2.17 -0.29
H 3.45 1.56 0.50
H 2.87 3.17 0.87
H -0.14 2.61 1.02
H 0.91 3.63 2.01
H -0.10 2.41 2.79
H 3.56 0.28 1.98
H 3.82 -2.48 3.01
H 2.74 -1.40 3.89
H 4.41 -0.95 3.63
H 3.66 -2.38 0.52
H 5.00 -1.28 0.85
H 3.70 -0.78 -0.23
```

Summary:
Max |F|, eV/A: 2.29
Spin multiplicity: 5
Energy above the lowest of the compared OMol25 structures with the same formula, charge and spin, kJ/mol: 249.34
Total charge: 0
Energy, Ha: -2697.97656
<S²>: 6.09
Kohn-Sham gap (alpha / beta), eV: 4.7879 / 4.5593



4.
Below is a molecular structure, C39H48N3P3SW, with properties calculated with ωB97M-V/def2-TZVPD.

Structure (XYZ):
```
95
C39H48N3P3SW, DFT ωB97M-V/def2-TZVPD
W 0.19 0.39 -0.32
N 1.79 1.20 -1.62
C 3.13 1.04 -0.98
C 3.03 1.56 0.42
N 1.89 0.88 1.09
C 2.25 -0.28 1.94
C 0.96 -1.02 2.33
N -0.23 -0.37 1.72
H 1.76 0.77 -2.54
H 1.63 2.20 -1.78
H 3.90 1.55 -1.56
H 3.37 -0.03 -0.96
H 2.80 2.63 0.41
H 3.95 1.43 0.98
H 1.47 1.58 1.71
H 2.78 0.09 2.82
H 2.92 -0.93 1.39
H 0.83 -1.07 3.41
H 1.00 -2.04 1.96
H -0.48 0.47 2.25
H -1.05 -0.97 1.80
C -0.41 -3.03 -0.79
C -1.56 -2.45 -1.60
P -2.03 -0.79 -1.00
C -3.03 -0.99 0.49
C -3.26 0.13 1.29
C -4.09 0.05 2.39
C -4.69 -1.17 2.71
C -4.46 -2.29 1.93
C -3.64 -2.20 0.81
C -3.12 -0.13 -2.27
C -2.75 -0.22 -3.62
C -3.56 0.32 -4.60
C -4.74 0.97 -4.25
C -5.11 1.06 -2.92
C -4.31 0.52 -1.93
P 1.11 -2.05 -1.06
C 1.47 -2.24 -2.84
C 2.47 -1.52 -3.50
C 2.76 -1.75 -4.83
C 2.07 -2.73 -5.53
C 1.10 -3.48 -4.89
C 0.81 -3.25 -3.55
C 2.42 -2.99 -0.22
C 3.75 -2.80 -0.60
C 4.77 -3.50 0.04
C 4.47 -4.39 1.06
C 3.15 -4.60 1.43
C 2.12 -3.90 0.79
H -0.23 -4.08 -1.05
H -0.63 -3.01 0.28
H -2.44 -3.10 -1.59
H -1.28 -2.33 -2.64
H -2.81 1.08 1.03
H -4.28 0.92 3.00
H -5.35 -1.24 3.57
H -4.94 -3.23 2.17
H -3.50 -3.09 0.21
H -1.82 -0.70 -3.92
H -3.27 0.24 -5.64
H -5.37 1.39 -5.02
H -6.04 1.55 -2.65
H -4.63 0.58 -0.90
H 3.10 -0.82 -2.97
H 3.55 -1.19 -5.31
H 2.30 -2.92 -6.57
H 0.58 -4.26 -5.42
H 0.06 -3.87 -3.08
H 4.01 -2.16 -1.43
H 5.79 -3.36 -0.28
H 5.26 -4.93 1.55
H 2.90 -5.31 2.20
H 1.10 -4.11 1.08
S -1.51 2.73 -2.35
C -0.84 1.81 -1.33
C -2.06 3.81 1.46
P -0.30 3.34 1.47
C 0.48 4.62 0.41
C 0.25 3.79 3.15
C 0.36 5.12 3.56
C 0.76 5.42 4.85
C 1.06 4.40 5.75
C 0.95 3.07 5.35
C 0.55 2.78 4.06
H -2.17 4.87 1.67
H -2.59 3.25 2.23
H -2.52 3.60 0.49
H -0.13 5.52 0.35
H 0.64 4.27 -0.61
H 1.45 4.90 0.84
H 0.12 5.93 2.88
H 0.83 6.45 5.17
H 1.37 4.63 6.76
H 1.18 2.28 6.05
H 0.46 1.73 3.77
```

Summary:
Max |F|, eV/A: 0.66
Spin multiplicity: 4
Energy above the lowest of the compared OMol25 structures with the same formula, charge and spin, kJ/mol: 16.27
Total charge: +3
Energy, Ha: -3167.65309
<S²>: 3.78
Kohn-Sham gap (alpha / beta), eV: 6.9089 / 6.1265



5.
Below is a molecular structure, C39H49Br2N4OSSbSi3Ti, with properties calculated with ωB97M-V/def2-TZVPD.

Structure (XYZ):
```
101
C39H49Br2N4OSSbSi3Ti, DFT ωB97M-V/def2-TZVPD
Ti 0.56 -0.48 -0.05
C 3.97 2.52 -2.37
C 4.53 1.78 -1.20
C 5.91 1.84 -0.93
C 6.41 1.21 0.17
C 5.54 0.49 1.01
C 5.95 -0.14 2.22
Br 7.75 -0.11 2.76
C 5.04 -0.76 3.02
C 3.69 -0.83 2.63
Br 2.50 -1.63 3.85
C 3.26 -0.31 1.44
O 1.97 -0.43 1.01
C 4.18 0.43 0.64
N 3.70 1.08 -0.45
H 4.35 3.55 -2.39
H 2.88 2.55 -2.33
H 4.27 2.05 -3.30
H 6.56 2.41 -1.58
H 7.47 1.26 0.41
H 5.34 -1.21 3.96
C -0.88 0.06 3.32
Sb -2.27 -0.75 1.90
C -0.75 -1.80 0.71
C -1.17 -2.22 -0.65
C -2.37 -2.74 -1.11
C -2.44 -3.14 -2.43
C -1.33 -2.98 -3.26
C -0.19 -2.41 -2.75
N -0.12 -2.04 -1.46
Si -0.19 -3.46 1.57
C -0.51 -3.47 3.41
C 1.56 -3.82 1.01
C -1.26 -4.85 0.90
C -2.69 1.15 0.85
C -1.52 1.97 0.41
C -1.72 3.34 0.17
C -0.67 4.19 -0.11
C 0.62 3.67 -0.15
C 0.77 2.32 0.02
N -0.27 1.47 0.26
Si -3.61 2.13 2.30
C -2.36 3.16 3.23
C -4.99 3.27 1.75
C -4.46 0.93 3.46
Si -3.84 0.88 -0.67
C -2.78 0.37 -2.14
C -5.16 -0.37 -0.22
C -4.72 2.39 -1.34
H -0.34 -0.76 3.78
H -1.44 0.58 4.09
H -0.16 0.74 2.87
H -3.21 -2.88 -0.44
H -3.35 -3.59 -2.82
H -1.36 -3.30 -4.30
H 0.69 -2.26 -3.36
H 0.03 -2.74 4.01
H -0.21 -4.46 3.77
H -1.58 -3.37 3.61
H 2.29 -3.07 1.32
H 1.58 -3.91 -0.08
H 1.88 -4.78 1.42
H -2.32 -4.69 1.09
H -0.98 -5.75 1.44
H -1.11 -5.04 -0.16
H -2.72 3.74 0.25
H -0.85 5.24 -0.27
H 1.49 4.29 -0.33
H 1.75 1.87 -0.05
H -1.33 2.81 3.17
H -2.63 3.19 4.29
H -2.37 4.20 2.88
H -4.73 4.02 1.00
H -5.29 3.82 2.66
H -5.87 2.73 1.40
H -3.81 0.35 4.12
H -5.14 0.23 2.96
H -5.08 1.55 4.12
H -1.89 -0.22 -1.93
H -2.47 1.28 -2.66
H -3.39 -0.20 -2.85
H -4.79 -1.34 0.12
H -5.80 -0.54 -1.09
H -5.80 0.03 0.57
H -4.07 3.24 -1.50
H -5.58 2.71 -0.76
H -5.09 2.09 -2.32
S 1.18 1.15 -4.43
C 0.59 1.03 -2.84
N 1.20 0.20 -2.05
C 2.26 -0.43 -2.71
C 3.13 -1.38 -2.17
C 4.11 -1.90 -2.99
C 4.24 -1.49 -4.33
C 3.39 -0.56 -4.87
C 2.39 -0.03 -4.05
H -0.26 1.62 -2.52
H 3.05 -1.69 -1.14
H 4.79 -2.64 -2.59
H 5.02 -1.92 -4.94
H 3.48 -0.24 -5.90
```

Summary:
Max |F|, eV/A: 0.35
Energy above the lowest of the compared OMol25 structures with the same formula, charge and spin, kJ/mol: 0.00
Total charge: +2
Energy, Ha: -9313.94526
Kohn-Sham gap, eV: 6.8492



> energy of number 5 (C39H49Br2N4OSSbSi3Ti)?

-9313.94526 Ha



> Look up the max |F| of the third one.

2.29 eV/A